{"formula": "C5H12OSi", "method": "wB97M-V/def2-TZVPD", "molar_mass_g_mol": 116.24, "gap_ev": 10.3, "e_tot_ev": -15303.5614, "homo_ev": -9.4, "e_above_lowest_kj_mol": 168.1, "e_lumo_ha": 0.035, "spin_multiplicity": 1, "elements": ["C", "C", "C", "C", "C", "O", "Si", "H", "H", "H", "H", "H", "H", "H", "H", "H", "H", "H", "H"], "coordinates": [[-1.0352, -0.1418, 1.4082], [-0.5185, 0.2897, 0.2596], [-1.1438, -1.4767, 1.9960], [-0.6010, 1.7376, -0.1330], [2.0081, 0.5084, -1.7149], [1.1101, -0.4251, -2.1627], [0.1902, -1.0116, -0.8596], [-1.7407, 0.6202, 1.9920], [-0.8704, -2.0867, 1.1268], [-0.4646, -1.6979, 2.8360], [-2.1035, -1.6833, 2.3897], [-1.4401, 2.1987, 0.3466], [0.2383, 2.3754, 0.0452], [-0.7862, 1.8290, -1.1486], [2.6275, 0.1484, -0.8395], [1.4274, 1.4188, -1.2909], [2.7153, 0.8559, -2.5168], [1.2020, -1.8935, -0.0837], [-0.8148, -1.5656, -1.6502]], "atomic_forces_ev_per_a": [[-2.715, 3.389, 1.784], [0.717, -0.290, 0.484], [1.811, -0.846, -0.918], [-0.649, -0.408, 1.023], [1.179, 2.622, 1.229], [-1.117, -0.780, 0.590], [2.614, 0.360, -0.212], [1.831, -1.051, -1.035], [-0.323, -1.096, 0.775], [0.138, 0.311, -0.446], [-1.194, -0.267, -0.066], [-0.581, 0.298, 0.525], [0.851, 0.001, 0.503], [-0.382, 0.117, -2.234], [-0.325, 0.114, -0.784], [1.322, -1.114, -0.917], [-0.752, -0.383, 0.657], [-0.966, 0.339, -0.468], [-1.461, -1.316, -0.490]]}

{"formula": "C5H12OSi2", "method": "wB97M-V/def2-TZVPD", "molar_mass_g_mol": 144.32, "gap_ev": 10.3, "e_tot_ev": -23181.7454, "smiles": "C=C[Si](C)(C=C)O[SiH3]", "homo_ev": -9.5, "e_above_lowest_kj_mol": 81.1, "e_lumo_ha": 0.030, "spin_multiplicity": 1, "elements": ["C", "C", "Si", "C", "C", "C", "O", "Si", "H", "H", "H", "H", "H", "H", "H", "H", "H", "H", "H", "H"], "coordinates": [[-1.7175, 2.0657, -0.4434], [-1.4613, 0.7354, -0.5469], [0.0303, -0.1756, 0.1524], [0.5549, 0.6305, 2.1101], [1.3346, 0.3668, -1.1468], [1.1440, 1.5112, -1.8708], [-0.2171, -1.7882, 0.1926], [-0.0690, -3.4236, 0.3975], [-2.3948, 2.5352, -1.2327], [-0.9827, 2.7340, -0.0093], [-2.2602, 0.1941, -1.0526], [-0.2502, 0.5598, 2.9672], [1.5096, 0.2388, 2.5197], [0.7207, 1.7608, 1.9437], [2.2845, -0.2493, -1.2448], [1.6986, 1.6951, -2.7692], [0.2606, 2.1076, -1.7337], [0.4659, -4.2511, -0.6250], [0.8092, -3.4765, 1.5413], [-1.4601, -3.7707, 0.8507]], "atomic_forces_ev_per_a": [[0.487, -0.736, -2.264], [-1.227, 0.934, 1.212], [0.749, 1.893, 1.856], [-1.218, 0.581, -0.673], [0.536, 0.532, 0.224], [0.048, -2.540, 0.523], [0.290, 0.022, -0.796], [-1.420, 1.653, 1.795], [0.369, -0.553, 1.684], [-0.220, 0.112, 0.372], [0.363, -0.264, -0.298], [1.367, -0.126, -1.934], [-0.566, 0.029, -0.437], [-0.267, -1.678, 0.098], [-1.251, 0.817, -0.324], [0.768, 0.434, -0.028], [-0.045, 0.082, -0.002], [0.241, -0.348, -1.121], [0.520, -0.468, 0.521], [0.477, -0.375, -0.407]]}

{"formula": "C5H12PS", "method": "wB97M-V/def2-TZVPD", "total_charge": 1, "molar_mass_g_mol": 135.19, "gap_ev": 8.4, "e_tot_ev": -25495.5154, "homo_ev": -13.1, "e_above_lowest_kj_mol": 123.3, "e_lumo_ha": -0.174, "spin_multiplicity": 1, "elements": ["C", "C", "C", "C", "C", "P", "S", "H", "H", "H", "H", "H", "H", "H", "H", "H", "H", "H", "H"], "coordinates": [[-1.6518, -0.3538, -0.2507], [-1.5293, -1.8755, -0.4663], [0.5642, 1.1686, 1.7187], [0.3561, 1.6507, -1.1049], [1.4596, -1.0758, -0.0903], [0.2702, 0.2816, 0.1224], [-2.8155, 0.6834, -0.4597], [-1.8749, -2.2551, -1.4316], [-2.0276, -2.2726, 0.4183], [-0.4998, -2.1524, -0.2970], [1.2153, 2.0438, 1.5739], [1.0558, 0.6848, 2.6374], [-0.3250, 1.4498, 2.2289], [1.2287, 2.3150, -1.0178], [-0.4632, 2.2691, -0.6902], [0.1045, 1.5180, -2.1798], [2.4749, -0.6773, -0.4153], [0.9526, -1.6518, -0.9743], [1.5053, -1.7504, 0.6783]], "atomic_forces_ev_per_a": [[2.467, -1.020, -0.415], [-0.221, 1.231, 1.035], [1.437, -0.596, 1.398], [-0.341, 0.695, 0.268], [-0.437, 1.498, -4.569], [-0.668, 0.985, 0.285], [-0.075, 0.038, 0.194], [-0.315, 0.176, 0.375], [-0.570, -0.520, -0.351], [-0.215, -0.365, -0.265], [-0.476, -0.124, -0.374], [-0.286, -0.407, -1.917], [-1.249, 0.689, -0.306], [0.053, -0.645, 0.067], [0.090, -0.137, -0.233], [0.268, -0.606, 0.868], [-1.311, -0.544, 0.512], [1.664, 1.031, 1.200], [0.186, -1.381, 2.231]]}

{"formula": "C5H12S", "method": "wB97M-V/def2-TZVPD", "molar_mass_g_mol": 104.22, "gap_ev": 9.5, "e_tot_ev": -16213.5457, "smiles": "CCCSCC", "homo_ev": -8.4, "e_above_lowest_kj_mol": 118.7, "e_lumo_ha": 0.040, "spin_multiplicity": 1, "elements": ["C", "C", "C", "S", "C", "C", "H", "H", "H", "H", "H", "H", "H", "H", "H", "H", "H", "H"], "coordinates": [[0.2351, 1.1355, 2.2274], [0.5737, 0.5475, 0.9140], [0.1313, 1.5451, -0.1774], [0.2856, 0.5500, -1.8089], [-0.7877, -0.9019, -1.4197], [0.0482, -2.0838, -1.4066], [0.9820, 1.8853, 2.3497], [-0.7821, 1.6807, 2.2143], [0.2038, 0.3723, 3.0487], [0.0970, -0.4099, 0.6748], [1.5830, 0.4600, 0.8055], [-1.0629, 1.7012, -0.1156], [0.7028, 2.5097, -0.0895], [-1.4908, -1.1104, -2.2331], [-1.3895, -0.7192, -0.5377], [0.6809, -2.1966, -0.4584], [0.6234, -2.0542, -2.3474], [-0.6339, -2.9112, -1.6399]], "atomic_forces_ev_per_a": [[-2.101, -0.113, 1.332], [-3.163, 0.626, -1.353], [-2.473, -1.298, -0.638], [-0.244, 1.317, 0.647], [-0.787, 1.903, -0.712], [1.256, -2.100, 0.279], [0.481, 0.690, 1.002], [1.429, -0.956, 0.044], [0.279, 0.916, -0.512], [0.218, 0.242, 0.564], [2.903, -0.635, -0.195], [2.837, 0.120, 0.110], [-0.665, -0.963, -0.717], [-0.089, 0.902, -0.069], [-0.004, 0.073, 0.218], [-0.747, -0.160, -1.616], [0.531, -0.048, 0.724], [0.337, -0.517, 0.892]]}

{"formula": "C5H12S2", "method": "wB97M-V/def2-TZVPD", "molar_mass_g_mol": 136.29, "gap_ev": [7.3, 8.7], "e_tot_ev": -27045.0688, "homo_ev": [-6.5, -9.1], "e_above_lowest_kj_mol": 2.0, "e_lumo_ha": [0.031, -0.013], "spin_multiplicity": 3, "elements": ["C", "C", "C", "C", "C", "S", "S", "H", "H", "H", "H", "H", "H", "H", "H", "H", "H", "H", "H"], "coordinates": [[-0.6393, -1.4782, -0.8472], [2.1679, 1.5305, -0.3459], [-1.7724, -0.1212, 0.9668], [-0.9294, -0.1707, -0.2549], [1.6235, 0.5913, 0.7136], [-3.5951, -0.1709, 0.3564], [2.1752, -1.1068, 0.6575], [0.2285, -1.8796, -0.4370], [-1.5286, -2.1403, -0.7937], [-0.6153, -1.4049, -1.8980], [2.9896, 1.1035, -0.9482], [2.4101, 2.3163, 0.4239], [1.5150, 2.0608, -1.0934], [-1.6934, -1.1192, 1.3247], [-1.5087, 0.6045, 1.7970], [-0.7121, 0.7598, -0.7651], [1.3092, 0.8765, 1.7420], [-3.6482, 1.0261, 0.0239], [2.2236, -1.2775, -0.6222]], "atomic_forces_ev_per_a": [[-2.704, 0.166, -0.655], [-0.639, 1.178, 1.454], [0.146, 0.158, -0.710], [-0.982, 1.252, 0.732], [0.852, -1.573, -0.498], [0.845, -2.671, 1.604], [-0.055, 1.143, 2.102], [1.004, -1.225, 0.421], [0.454, -0.026, 0.787], [0.875, 0.269, -1.513], [-0.070, 0.345, 0.799], [0.901, 0.081, -1.559], [-0.135, -0.854, 0.837], [-0.099, -0.762, 1.040], [-0.729, -0.572, -1.247], [0.114, -0.113, -0.069], [0.278, 0.025, -1.143], [-0.146, 3.139, -0.948], [0.089, 0.042, -1.435]]}

{"formula": "C5H12Si", "method": "wB97M-V/def2-TZVPD", "molar_mass_g_mol": 100.24, "gap_ev": [8.5, 7.3], "e_tot_ev": -13252.1575, "homo_ev": [-8.3, -7.0], "e_above_lowest_kj_mol": 441.2, "e_lumo_ha": [0.006, 0.010], "spin_multiplicity": 1, "elements": ["C", "C", "C", "C", "C", "Si", "H", "H", "H", "H", "H", "H", "H", "H", "H", "H", "H", "H"], "coordinates": [[3.4721, 0.7697, 0.2804], [2.9463, 0.2468, -0.8130], [-2.5332, 0.8517, 0.6807], [-0.4897, -2.1445, -0.1418], [-1.0642, 0.9746, 0.3080], [-0.3075, -0.3780, -0.8263], [4.4568, 0.9471, 0.4926], [2.7057, 0.9175, 0.9540], [3.3419, -0.0456, -1.8666], [-2.9498, 1.7776, 1.0074], [-3.1465, 0.6891, -0.2372], [-2.6265, 0.0194, 1.4297], [-0.4869, -2.0222, 0.9578], [-1.4750, -2.5435, -0.4194], [0.2570, -2.8682, -0.4012], [-0.4871, 1.1354, 1.2282], [-0.9952, 1.9901, -0.2946], [-0.6182, -0.3168, -2.3386]], "atomic_forces_ev_per_a": [[-2.240, -1.460, -2.518], [0.026, -0.528, -2.196], [-0.352, -1.611, -0.777], [-0.898, 1.031, 0.644], [0.229, 2.155, -1.613], [1.423, 0.052, -0.257], [2.431, 0.542, 0.392], [-0.966, 0.698, 2.201], [-0.553, 0.500, 2.140], [-0.026, 0.640, 0.974], [0.345, -0.577, 0.642], [-0.529, 0.862, -0.729], [0.021, -0.211, -0.381], [0.149, 0.024, 0.054], [0.493, -0.143, -0.314], [0.198, -0.185, -0.371], [0.310, -1.931, 1.024], [-0.060, 0.143, 1.085]]}

{"formula": "C5H12Si", "method": "wB97M-V/def2-TZVPD", "molar_mass_g_mol": 100.24, "gap_ev": 10.2, "e_tot_ev": -13253.7953, "smiles": "C/C=C/[SiH3].C=C", "homo_ev": -9.1, "e_above_lowest_kj_mol": 283.2, "e_lumo_ha": 0.040, "spin_multiplicity": 1, "elements": ["C", "C", "C", "Si", "H", "H", "H", "H", "H", "H", "H", "H", "C", "C", "H", "H", "H", "H"], "coordinates": [[0.7206, -2.5370, 0.7512], [-0.1650, -1.6324, -0.1152], [-0.7641, -0.5533, 0.3821], [-1.8920, 0.7027, -0.4131], [0.5209, -2.1616, 1.7294], [1.7626, -2.3593, 0.3704], [0.4046, -3.5777, 0.7567], [-0.2997, -1.8014, -1.2191], [-0.6009, -0.4293, 1.4242], [-3.0839, -0.1465, -0.9133], [-1.3733, 1.3364, -1.5722], [-1.8279, 1.8643, 0.4844], [0.8765, 2.4791, -0.5466], [1.1897, 1.2777, 0.0026], [0.9459, 3.3678, 0.0768], [0.4414, 2.5199, -1.4703], [1.3029, 0.5118, -0.6931], [1.8417, 1.1389, 0.9651]], "atomic_forces_ev_per_a": [[-0.341, 1.094, -1.805], [-0.519, -0.361, -1.045], [-0.261, -0.593, -0.426], [-0.088, -1.405, 0.028], [0.631, 0.173, 0.959], [-0.712, -0.626, 0.823], [0.307, -0.121, -0.413], [0.405, -0.272, 1.074], [0.048, 0.361, 1.072], [0.275, 1.038, 0.699], [0.410, 0.143, -1.292], [-0.953, -0.042, 0.421], [1.055, -1.248, 4.103], [2.765, 2.561, 0.713], [-0.142, 0.068, -0.318], [-0.803, 0.311, -2.281], [-0.266, -1.554, -0.675], [-1.811, 0.472, -1.635]]}

{"formula": "C5H13BClNO2", "method": "wB97M-V/def2-TZVPD", "molar_mass_g_mol": 165.43, "gap_ev": 8.9, "e_tot_ev": -24180.3012, "smiles": "CC(C)C[C@H](NCl)B(O)O", "homo_ev": -8.6, "e_above_lowest_kj_mol": 128.9, "e_lumo_ha": 0.009, "spin_multiplicity": 1, "elements": ["C", "C", "C", "C", "C", "N", "Cl", "B", "O", "O", "H", "H", "H", "H", "H", "H", "H", "H", "H", "H", "H", "H", "H"], "coordinates": [[-1.2746, -0.9769, -0.2253], [-0.6453, 0.3666, -0.2691], [-1.6991, 1.5121, -0.3957], [0.2877, 0.6813, 0.8633], [1.8106, 0.1892, 0.6534], [2.4796, 1.1093, -0.2669], [4.1792, 1.2789, 0.0942], [2.0239, -1.3447, 0.2070], [2.4187, -2.2809, 1.0972], [1.7384, -1.6079, -1.0672], [-1.7512, -1.1132, -1.2780], [-0.5267, -1.6044, -0.1182], [-2.1454, -0.8748, 0.5834], [-0.0302, 0.5101, -1.1716], [-2.1896, 1.6578, 0.5601], [-1.3548, 2.4944, -0.6985], [-2.4106, 1.1989, -1.1469], [-0.0736, 0.0050, 1.6964], [0.2509, 1.6602, 1.2178], [2.3257, 0.3851, 1.5820], [2.4256, 0.8855, -1.3346], [2.8528, -3.1081, 0.9082], [1.3794, -2.4506, -1.3191]], "atomic_forces_ev_per_a": [[-5.919, 3.744, -1.421], [0.469, 3.573, -1.515], [0.091, -0.921, 0.116], [1.300, -4.225, 1.104], [-0.867, 0.138, 0.062], [-0.006, 0.708, -2.802], [-0.256, -0.247, -0.240], [-0.192, 0.691, 1.225], [0.197, 0.240, 1.269], [-0.392, 0.331, -1.947], [0.517, -0.202, 1.897], [2.876, -3.849, 1.139], [1.999, -1.049, -1.534], [-0.215, -0.535, -0.145], [-0.405, -0.104, 0.217], [0.653, -0.017, -0.054], [-0.545, 0.020, -0.086], [0.368, 0.853, -0.256], [0.172, 1.748, 0.310], [-0.068, -0.147, 0.499], [0.135, 0.092, 2.765], [-0.152, -0.205, -0.541], [0.241, -0.640, -0.061]]}